#A
This record from the Open Molecules 2025 dataset describes a structure of composition C2H6CsO. The level of theory is wB97M-V/def2-TZVPD.

Output
HOMO energy: -14.9 eV
Frontier orbital gap: 10.86 eV
2S+1: 1
Charge: +1

Structure (XYZ):
```
10
Properties=species:S:1:pos:R:3:mulliken_charge:R:1
Cs 1.23 0.60 2.46 1.033
O -0.28 -1.58 0.21 -0.417
C 0.03 -0.13 0.28 -1.339
C -0.10 0.52 -1.13 -1.173
H -0.85 0.19 0.85 0.357
H -0.43 -1.76 1.14 0.310
H -0.24 1.58 -1.30 0.364
H 0.90 0.22 0.85 1.227
H 0.74 0.19 -1.74 0.318
H -1.00 0.15 -1.62 0.320
```

***

#B
This record from the Open Molecules 2025 dataset describes a structure of composition C2H6CsO. The level of theory is wB97M-V/def2-TZVPD.

Output
HOMO energy: -14.4 eV
Frontier orbital gap: 10.64 eV
2S+1: 1
Charge: +1

Structure (XYZ):
```
10
Properties=species:S:1:pos:R:3:nbo_charge:R:1
Cs 2.48 -2.61 1.44 0.996
O 0.54 -1.19 -0.28 -0.760
C -0.49 0.96 0.33 -0.659
C -0.05 0.02 -0.76 -0.088
H -0.88 -0.18 -1.44 0.181
H 0.30 1.51 0.84 0.215
H -1.14 0.61 1.13 0.208
H -0.16 -1.42 0.34 0.465
H -1.16 1.65 -0.20 0.241
H 0.57 0.67 -1.38 0.201
```

***

Energies in kJ/mol, measured from the most stable structure: #A 353.1; #B 0.0.

***

#A
This record from the Open Molecules 2025 dataset describes a structure of composition C3H6O2. The level of theory is wB97M-V/def2-TZVPD.

Output
HOMO energy: -8.6 eV
Frontier orbital gap: 9.48 eV
2S+1: 1

Structure (XYZ):
```
11
Properties=species:S:1:pos:R:3:nbo_charge:R:1
O -0.91 0.69 -1.34 -0.719
O -0.55 -2.02 1.44 -0.643
C 0.06 -1.35 0.51 0.191
C 0.13 0.14 0.69 -0.556
C 0.28 0.89 -0.61 -0.055
H -0.08 -2.59 0.54 0.497
H 1.01 0.32 1.33 0.247
H -0.78 1.02 -2.24 0.472
H 1.15 0.49 -1.16 0.168
H -0.76 0.47 1.25 0.233
H 0.46 1.95 -0.42 0.164
```

***

#B
This record from the Open Molecules 2025 dataset describes a structure of composition C3H6O2. The level of theory is wB97M-V/def2-TZVPD.

Output
HOMO energy (alpha / beta): -8.9 / -8.9 eV
Frontier orbital gap (alpha / beta): 8.47 / 8.47 eV
2S+1: 1

Structure (XYZ):
```
11
Properties=species:S:1:pos:R:3:nbo_charge:R:1
O 0.53 -1.38 -0.27 -0.396
O -1.74 0.59 -1.10 -0.709
C -1.11 0.60 0.03 -0.087
C 1.25 -0.77 0.87 -0.176
C 0.22 -0.16 0.05 0.502
H 0.52 0.76 -1.71 -0.095
H -1.51 -0.10 0.83 0.237
H 2.29 -0.55 0.66 0.216
H 1.00 -1.21 1.83 0.213
H -0.91 1.56 0.55 0.156
H -0.27 0.80 -1.87 0.138
```

***

Energies in kJ/mol, measured from the most stable structure: #A 0.0; #B 169.6.

***

#A
This record from the Open Molecules 2025 dataset describes a cluster of 2 separate species, C3H6O2 in total. The level of theory is wB97M-V/def2-TZVPD.

Output
HOMO energy: -10.0 eV
Frontier orbital gap: 10.86 eV
2S+1: 1
SMILES string: CC=O.C=O

Structure (XYZ):
```
11
Properties=species:S:1:pos:R:3:nbo_charge:R:1
O 0.27 -1.21 0.99 -0.524
O 1.27 1.95 -2.63 -0.498
C -0.49 -0.61 1.70 0.452
C 1.13 0.96 -1.98 0.275
C -1.95 -1.00 1.81 -0.730
H 0.34 0.24 -2.25 0.104
H -0.28 0.29 2.30 0.103
H -2.41 -0.55 0.93 0.242
H 1.75 0.73 -1.11 0.118
H -2.03 -2.07 1.65 0.236
H -2.43 -0.71 2.73 0.222
```

***

#B
This record from the Open Molecules 2025 dataset describes the molecule C3H6O2. The level of theory is wB97M-V/def2-TZVPD.

Output
HOMO energy: -10.4 eV
Frontier orbital gap: 11.22 eV
2S+1: 1
SMILES string: CCC(=O)O

Structure (XYZ):
```
11
Properties=species:S:1:pos:R:3:nbo_charge:R:1
O 0.41 1.83 -1.37 -0.593
O 1.14 1.21 0.70 -0.687
C -0.27 -1.19 0.55 -0.608
C -0.56 -0.16 -0.51 -0.505
C 0.40 1.03 -0.46 0.790
H -1.02 -1.99 0.46 0.211
H -1.59 0.23 -0.38 0.236
H -0.49 -0.60 -1.49 0.234
H 0.75 -1.62 0.46 0.213
H -0.38 -0.76 1.53 0.216
H 1.61 2.03 0.52 0.494
```

***

#C
This record from the Open Molecules 2025 dataset describes a cluster of 2 separate species, C3H6O2 in total. The level of theory is wB97M-V/def2-TZVPD.

Output
HOMO energy: -9.1 eV
Frontier orbital gap: 9.68 eV
2S+1: 1
SMILES string: CC=C=O.O

Structure (XYZ):
```
11
Properties=species:S:1:pos:R:3:nbo_charge:R:1
O 0.36 -1.28 -2.25 -0.941
O -2.18 -0.64 -0.26 -0.481
C -0.20 0.03 1.06 -0.552
C -1.26 -0.31 0.38 0.716
C 0.62 1.25 0.78 -0.612
H 0.92 1.29 -0.27 0.227
H 0.62 -1.81 -1.49 0.468
H 0.16 -0.65 1.82 0.263
H -0.61 -1.28 -2.21 0.474
H 1.52 1.24 1.40 0.224
H 0.05 2.15 1.03 0.216
```

***

Energies in kJ/mol, measured from the most stable structure: #A 183.2; #B 0.0; #C 145.1.

***

#A
This record from the Open Molecules 2025 dataset describes the molecule C3H6O2. The level of theory is wB97M-V/def2-TZVPD.

Output
HOMO energy: -9.5 eV
Frontier orbital gap: 10.33 eV
2S+1: 1
SMILES string: COCC=O

Structure (XYZ):
```
11
Properties=species:S:1:pos:R:3:nbo_charge:R:1
O -0.81 0.23 -0.80 -0.518
O 1.96 -0.91 -0.55 -0.513
C -1.28 -0.85 0.00 -0.254
C 1.56 0.10 0.01 0.409
C 0.19 0.90 -0.26 -0.148
H 0.26 1.86 -0.82 0.227
H 2.18 0.79 0.80 0.095
H 0.01 1.16 0.84 0.149
H -1.92 -1.47 -0.57 0.204
H -1.85 -0.43 0.91 0.168
H -0.29 -1.37 0.43 0.182
```

***

#B
This record from the Open Molecules 2025 dataset describes a cluster of 2 separate species, C3H6O2 in total. The level of theory is wB97M-V/def2-TZVPD.

Output
HOMO energy: -9.8 eV
Frontier orbital gap: 10.54 eV
2S+1: 1
SMILES string: C=C=O.CO

Structure (XYZ):
```
11
Properties=species:S:1:pos:R:3:nbo_charge:R:1
O 1.98 -0.59 0.38 -0.732
O -0.75 0.30 1.19 -0.489
C -2.93 -0.34 0.27 -0.778
C -1.79 0.00 0.75 0.735
C 2.23 0.30 -0.67 -0.243
H -3.43 0.28 -0.46 0.268
H 3.14 -0.04 -1.16 0.180
H 1.41 0.31 -1.40 0.154
H -3.42 -1.24 0.58 0.269
H 1.18 -0.30 0.84 0.478
H 2.39 1.32 -0.31 0.158
```

***

Energies in kJ/mol, measured from the most stable structure: #A 54.0; #B 0.0.